[1]
168
Properties=species:S:1:pos:R:3 method="wB97M-V/def2-TZVPD" largest_force_ev_per_a=5.6 e_lumo_ev=-1.02 de_lowest_kj_mol=963.4 smiles="O=[N+]([O-])c1ccccc1.O=[N+]([O-])c1ccccc1.O=[N+]([O-])c1ccccc1.O=[N+]([O-])c1ccccc1.O=[N+]([O-])c1ccccc1.O=[N+]([O-])c1ccccc1.O=[N+]([O-])c1ccccc1.O=[N+]([O-])c1ccccc1.O=[N+]([O-])c1ccccc1.O=[N+]([O-])c1ccccc1.O=[N+]([O-])c1ccccc1.O=[N+]([O-])c1ccccc1"
O 0.88 10.97 9.80
N -0.05 10.30 9.45
O -0.48 10.30 8.30
C -0.79 9.53 10.50
C -0.18 8.80 11.48
C -0.99 8.19 12.40
C -2.39 8.25 12.46
C -2.96 9.04 11.46
C -2.12 9.75 10.52
H 0.84 8.44 11.46
H -0.38 7.67 13.13
H -3.02 7.66 13.10
H -4.02 9.18 11.34
H -2.64 10.46 9.90
O 10.66 8.17 10.47
N 9.87 9.04 10.28
O 9.89 9.90 9.41
C 8.81 9.17 11.37
C 7.85 10.22 11.24
C 6.87 10.45 12.20
C 6.83 9.60 13.28
C 7.67 8.54 13.39
C 8.69 8.25 12.47
H 7.89 10.79 10.32
H 6.22 11.32 12.13
H 5.88 9.69 13.78
H 7.45 7.88 14.22
H 9.42 7.45 12.52
O 8.70 12.80 3.48
N 9.08 11.99 2.61
O 9.87 12.11 1.73
C 8.58 10.62 2.74
C 7.95 10.23 3.94
C 7.49 8.93 4.05
C 7.46 8.08 2.96
C 7.93 8.48 1.75
C 8.65 9.68 1.68
H 7.90 10.78 4.87
H 6.90 8.80 4.94
H 6.83 7.21 3.05
H 7.95 7.94 0.82
H 9.28 9.90 0.83
O 9.00 -0.65 4.40
N 9.66 0.40 4.21
O 10.41 0.56 3.27
C 9.26 1.55 5.04
C 8.07 1.52 5.64
C 7.76 2.59 6.43
C 8.60 3.63 6.63
C 9.84 3.72 6.01
C 10.16 2.66 5.16
H 7.29 0.81 5.42
H 6.83 2.44 6.96
H 8.28 4.40 7.31
H 10.51 4.55 6.18
H 11.06 2.78 4.56
O 17.94 16.69 2.41
N 16.71 16.67 2.73
O 15.90 17.42 2.36
C 16.24 15.59 3.62
C 15.19 15.86 4.44
C 14.80 14.88 5.32
C 15.41 13.61 5.20
C 16.53 13.40 4.43
C 16.93 14.41 3.65
H 14.84 16.87 4.54
H 14.02 15.20 5.99
H 15.07 12.77 5.78
H 16.93 12.40 4.40
H 17.80 14.20 3.06
O 12.99 8.04 17.98
N 12.58 7.27 18.85
O 11.61 6.54 18.70
C 13.16 7.38 20.25
C 13.83 8.54 20.56
C 14.17 8.77 21.86
C 13.77 7.84 22.82
C 13.21 6.64 22.52
C 12.82 6.35 21.18
H 13.96 9.37 19.87
H 14.73 9.66 22.13
H 14.09 7.95 23.85
H 13.02 6.00 23.36
H 12.26 5.44 21.00
O 0.28 16.73 14.85
N -0.05 15.58 14.97
O 0.64 14.61 14.52
C -1.22 15.28 15.83
C -1.40 13.95 16.10
C -2.60 13.60 16.74
C -3.43 14.62 17.20
C -3.19 15.97 16.96
C -2.06 16.30 16.24
H -0.93 13.12 15.59
H -3.00 12.60 16.73
H -4.43 14.33 17.51
H -3.93 16.72 17.18
H -1.87 17.36 16.17
O 4.92 21.35 10.51
N 5.61 21.21 9.53
O 6.11 22.23 8.90
C 5.95 19.86 9.02
C 5.73 18.75 9.86
C 6.03 17.44 9.39
C 6.55 17.21 8.11
C 6.78 18.33 7.29
C 6.42 19.63 7.71
H 5.38 18.81 10.88
H 5.95 16.53 9.98
H 6.68 16.21 7.72
H 7.02 18.18 6.24
H 6.63 20.50 7.10
O 3.28 16.08 21.45
N 3.25 15.66 20.32
O 2.43 14.89 19.94
C 4.15 16.29 19.35
C 4.71 17.54 19.66
C 5.67 18.08 18.78
C 6.04 17.31 17.70
C 5.39 16.10 17.39
C 4.58 15.57 18.27
H 4.40 18.01 20.58
H 6.27 18.95 19.03
H 6.90 17.65 17.13
H 5.90 15.48 16.67
H 4.08 14.65 18.02
O 1.14 8.29 19.30
N 1.87 7.47 19.86
O 3.00 7.18 19.54
C 1.40 6.84 21.17
C 2.09 5.86 21.89
C 1.63 5.25 23.05
C 0.44 5.72 23.52
C -0.18 6.79 22.89
C 0.25 7.37 21.77
H 3.10 5.59 21.63
H 2.01 4.48 23.69
H -0.06 5.38 24.41
H -1.11 7.17 23.30
H -0.23 8.12 21.16
O 11.22 1.92 12.35
N 11.58 0.73 11.99
O 12.78 0.40 12.05
C 10.69 -0.30 11.53
C 9.24 -0.11 11.76
C 8.41 -1.08 11.21
C 8.93 -2.35 10.92
C 10.32 -2.53 10.63
C 11.14 -1.44 10.93
H 8.91 0.80 12.24
H 7.33 -1.08 11.24
H 8.46 -3.29 10.70
H 10.83 -3.33 10.11
H 12.20 -1.52 10.70
O 20.74 9.21 8.70
N 20.66 10.05 9.55
O 21.45 11.05 9.69
C 19.60 10.00 10.62
C 19.40 11.06 11.54
C 18.23 11.14 12.36
C 17.30 10.16 12.21
C 17.41 9.08 11.36
C 18.59 9.00 10.53
H 20.18 11.77 11.74
H 18.05 11.89 13.12
H 16.39 10.26 12.79
H 16.59 8.38 11.29
H 18.79 8.20 9.83



[2]
154
Properties=species:S:1:pos:R:3 method="wB97M-V/def2-TZVPD" largest_force_ev_per_a=3.1 e_lumo_ev=-2.92 charge=+1
C 1.25 -3.77 -2.34
C 2.47 -3.01 -1.80
C 3.00 -2.16 -2.95
C 2.03 -2.28 -0.50
C 2.43 -0.83 -0.26
C 3.93 -0.54 -0.33
C 1.65 0.20 -1.06
O 0.27 -0.21 -1.12
C -0.56 0.60 -1.86
C -0.49 0.14 -3.36
C 0.11 1.15 -4.35
C 0.61 0.38 -5.55
O 1.81 0.18 -5.79
O -0.41 -0.08 -6.31
N -0.31 2.07 -1.70
C -1.58 2.77 -2.10
C -2.64 1.66 -2.25
P -4.37 2.29 -1.85
C -5.40 0.93 -2.52
O -4.53 3.45 -3.02
C -2.01 0.52 -1.40
I -2.19 1.24 0.69
P -2.88 -1.17 -1.48
C -3.10 -1.82 0.21
O -1.69 -2.17 -2.04
H 1.48 -4.26 -3.27
H 0.51 -3.01 -2.57
H 0.83 -4.45 -1.60
H 3.21 -3.77 -1.56
H 2.32 -1.37 -3.26
H 3.13 -2.80 -3.81
H 3.99 -1.76 -2.74
H 0.96 -2.39 -0.40
H 2.45 -2.84 0.33
H 2.15 -0.62 0.77
H 4.11 0.31 0.33
H 4.50 -1.37 0.06
H 4.25 -0.22 -1.31
H 2.08 0.39 -2.05
H 1.70 1.13 -0.49
H 0.08 -0.78 -3.35
H -1.47 -0.13 -3.71
H 0.97 1.67 -3.96
H -0.67 1.84 -4.67
H -0.03 -0.69 -6.95
H 0.50 2.43 -2.20
H -0.12 2.33 -0.73
H -1.90 3.50 -1.36
H -1.43 3.31 -3.02
H -2.69 1.41 -3.31
H -5.89 0.42 -1.70
H -6.14 1.32 -3.21
H -4.80 0.21 -3.06
H -4.97 3.10 -3.80
H -2.21 -1.79 0.83
H -3.96 -1.38 0.70
H -3.33 -2.88 0.06
H -1.88 -3.05 -1.70
C -2.32 -5.68 -2.73
C -3.49 -5.64 -1.98
C -3.86 -6.74 -1.23
C -3.07 -7.88 -1.22
C -1.90 -7.92 -1.99
C -1.52 -6.81 -2.74
C -1.06 -9.15 -2.03
O -0.05 -9.18 -2.70
C -1.51 -10.33 -1.25
C -0.77 -11.51 -1.31
C -1.16 -12.61 -0.57
C -2.29 -12.55 0.24
C -3.03 -11.38 0.30
C -2.65 -10.27 -0.44
C -3.48 -9.04 -0.39
O -4.46 -8.97 0.32
H -2.02 -4.81 -3.32
H -4.11 -4.76 -1.99
H -4.77 -6.72 -0.64
H -0.62 -6.85 -3.32
H 0.11 -11.55 -1.94
H -0.59 -13.53 -0.63
H -2.59 -13.41 0.82
H -3.91 -11.32 0.93
C 4.87 6.40 4.26
C 6.17 6.77 4.57
C 7.22 6.38 3.76
C 6.97 5.60 2.64
C 5.66 5.20 2.34
C 4.61 5.61 3.15
C 5.38 4.33 1.17
O 4.24 3.99 0.89
C 6.53 3.88 0.33
C 6.29 3.03 -0.74
C 7.34 2.61 -1.53
C 8.64 3.05 -1.27
C 8.88 3.90 -0.21
C 7.83 4.31 0.60
C 8.11 5.20 1.77
O 9.24 5.58 2.00
H 4.05 6.72 4.89
H 6.36 7.38 5.44
H 8.23 6.68 3.99
H 3.60 5.31 2.91
H 5.29 2.70 -0.93
H 7.16 1.94 -2.36
H 9.46 2.73 -1.90
H 9.88 4.24 0.01
C -10.77 -4.65 5.82
C -9.43 -4.40 6.10
C -8.44 -5.00 5.35
C -8.78 -5.86 4.32
C -10.12 -6.13 4.05
C -11.11 -5.52 4.79
C -10.51 -7.09 2.97
O -11.67 -7.31 2.73
C -9.42 -7.76 2.20
C -9.76 -8.69 1.23
C -8.76 -9.32 0.50
C -7.42 -9.01 0.73
C -7.08 -8.08 1.71
C -8.08 -7.46 2.45
C -7.69 -6.49 3.51
O -6.53 -6.21 3.71
H -11.55 -4.18 6.40
H -9.17 -3.73 6.91
H -7.40 -4.80 5.56
H -12.15 -5.72 4.57
H -10.80 -8.93 1.05
H -9.02 -10.05 -0.25
H -6.64 -9.49 0.16
H -6.05 -7.84 1.90
C 8.23 13.56 3.11
C 7.67 14.63 2.41
C 6.50 14.45 1.69
C 5.89 13.20 1.66
C 6.46 12.13 2.35
C 7.63 12.32 3.08
C 5.85 10.78 2.29
O 6.33 9.84 2.89
C 4.62 10.59 1.47
C 4.06 9.32 1.37
C 2.91 9.14 0.62
C 2.31 10.21 -0.02
C 2.86 11.48 0.08
C 4.02 11.67 0.82
C 4.63 13.03 0.89
O 4.10 13.97 0.33
H 9.13 13.71 3.68
H 8.15 15.60 2.43
H 6.06 15.27 1.14
H 8.06 11.49 3.62
H 4.53 8.49 1.88
H 2.48 8.15 0.54
H 1.41 10.07 -0.60
H 2.40 12.32 -0.42



[3]
154
Properties=species:S:1:pos:R:3 method="wB97M-V/def2-TZVPD" largest_force_ev_per_a=3.3 e_lumo_ev=-0.55
Cs -0.36 0.57 0.56
C -4.96 -3.18 1.10
O -4.42 -2.60 2.29
C -3.50 -1.67 1.89
N -3.35 -1.49 0.65
C -4.32 -2.34 -0.05
C -3.77 -3.23 -1.14
C -2.41 -3.41 -1.33
C -1.95 -4.30 -2.29
C -2.85 -5.01 -3.07
C -4.21 -4.82 -2.89
C -4.67 -3.94 -1.93
C -2.88 -0.94 3.01
C -3.48 -1.10 4.27
C -2.95 -0.42 5.35
C -1.82 0.35 5.15
C -1.29 0.45 3.87
N -1.81 -0.17 2.81
C -0.07 1.28 3.73
N 0.32 1.94 2.73
C 1.47 2.74 3.14
C 1.74 2.26 4.59
O 0.63 1.40 4.89
C 2.70 2.67 2.27
C 3.79 3.46 2.64
C 4.95 3.48 1.88
C 5.02 2.73 0.72
C 3.94 1.95 0.34
C 2.80 1.91 1.12
H -6.04 -3.11 1.14
H -4.66 -4.23 1.04
H -5.07 -1.68 -0.50
H -1.73 -2.83 -0.73
H -0.88 -4.42 -2.44
H -2.49 -5.70 -3.82
H -4.92 -5.37 -3.50
H -5.74 -3.79 -1.80
H -4.34 -1.73 4.37
H -3.39 -0.51 6.33
H -1.35 0.88 5.97
H 1.15 3.78 3.14
H 1.75 3.07 5.32
H 2.67 1.68 4.67
H 3.73 4.08 3.54
H 5.78 4.10 2.19
H 5.92 2.76 0.10
H 3.99 1.38 -0.58
H 1.96 1.29 0.83
O 0.32 2.66 -0.54
S 0.04 2.38 -1.98
C -0.77 3.88 -2.55
C -0.58 4.43 -3.80
C -1.28 5.57 -4.16
C -2.17 6.14 -3.26
C -2.40 5.55 -2.02
C -1.71 4.39 -1.65
P -2.14 3.39 -0.15
C -1.41 4.39 1.20
C -1.81 4.09 2.50
C -1.36 4.82 3.58
C -0.46 5.87 3.38
C -0.02 6.16 2.09
C -0.49 5.43 1.01
C -3.90 3.94 0.04
C -4.84 3.14 -0.60
C -6.19 3.44 -0.54
C -6.62 4.55 0.18
C -5.69 5.35 0.83
C -4.34 5.04 0.77
C 1.65 2.49 -2.76
C 2.34 3.66 -3.00
C 3.64 3.59 -3.50
C 4.21 2.35 -3.76
C 3.51 1.18 -3.49
C 2.22 1.23 -2.97
P 1.21 -0.20 -2.40
C 2.41 -1.60 -2.60
C 3.48 -1.71 -1.71
C 4.31 -2.82 -1.72
C 4.05 -3.86 -2.61
C 2.99 -3.76 -3.49
C 2.17 -2.64 -3.49
C 0.04 -0.39 -3.73
C -1.24 -1.12 -3.36
C -2.00 -1.56 -4.58
C -1.67 -1.15 -5.83
C -0.53 -0.33 -6.09
C 0.30 -0.01 -5.04
H 0.11 3.97 -4.50
H -1.14 6.01 -5.14
H -2.72 7.03 -3.53
H -3.13 5.97 -1.35
H -2.52 3.27 2.66
H -1.69 4.58 4.58
H -0.10 6.44 4.22
H 0.68 6.96 1.93
H -0.16 5.66 0.01
H -4.50 2.27 -1.16
H -6.91 2.82 -1.05
H -7.67 4.79 0.23
H -6.02 6.21 1.39
H -3.63 5.67 1.28
H 1.89 4.62 -2.78
H 4.19 4.50 -3.69
H 5.21 2.29 -4.17
H 3.97 0.22 -3.69
H 3.66 -0.91 -0.99
H 5.14 -2.89 -1.03
H 4.69 -4.74 -2.62
H 2.79 -4.56 -4.20
H 1.34 -2.56 -4.19
H -1.00 -2.01 -2.75
H -2.87 -2.19 -4.41
H -2.27 -1.48 -6.67
H -0.30 -0.02 -7.11
H 1.21 0.55 -5.25
Cl -2.71 1.22 -3.12
C -2.16 -0.31 -2.40
H -3.06 -0.88 -2.18
H -1.63 -0.08 -1.47
N 2.10 -7.59 -0.59
C 1.07 -7.36 0.24
S 0.26 -8.65 0.91
C 0.70 -5.96 0.49
C -0.26 -5.62 1.46
C -0.58 -4.30 1.67
N -0.03 -3.29 0.99
C 0.87 -3.60 0.06
C 1.27 -4.90 -0.22
H 2.40 -8.54 -0.71
H 2.72 -6.85 -0.88
H -0.73 -6.41 2.03
H -1.32 -4.02 2.41
H 1.28 -2.77 -0.50
H 2.00 -5.06 -1.00
O 1.65 -0.70 2.67
C 2.27 -1.37 3.47
C 1.88 -2.76 3.87
C 2.97 -3.70 3.30
C 3.70 -3.16 2.04
C 4.90 -2.22 2.31
C 4.50 -0.83 2.82
N 3.53 -0.97 3.92
H 0.91 -2.97 3.44
H 1.80 -2.86 4.96
H 2.50 -4.65 3.04
H 3.72 -3.92 4.06
H 2.99 -2.65 1.39
H 4.08 -4.02 1.49
H 5.48 -2.11 1.39
H 5.55 -2.70 3.05
H 4.02 -0.24 2.04
H 5.38 -0.28 3.17
H 3.89 -1.60 4.62